Record 1
7
Properties=species:S:1:pos:R:3 method="wB97M-V/def2-TZVPD" charge=0 homo_energy_ev=-9.76
C 0.6647 0.6735 0.2986
C 0.7148 -0.6626 0.2742
O -2.1323 -0.0286 0.2395
P -0.8476 -0.0475 -0.4572
H 1.5231 1.1836 0.6672
H 1.0429 -1.4940 0.8282
H -0.9656 0.3756 -1.8505

=====

Record 2
9
Properties=species:S:1:pos:R:3 method="wB97M-V/def2-TZVPD" charge=-1 homo_energy_ev=-4.44
C -1.1802 -0.1729 -0.2381
O 0.4675 1.7975 0.9598
O 0.9010 1.3658 -1.4496
O 1.9414 -2.2583 1.1384
P 0.3745 0.8820 -0.1787
Cl 1.8944 -0.8369 0.3095
H -0.9770 -1.1903 -0.2811
H -1.5887 0.0826 0.8251
H -1.8328 0.3305 -1.0852

=====

Record 3
14
Properties=species:S:1:pos:R:3 method="wB97M-V/def2-TZVPD" charge=0 homo_energy_ev=-9.22
C 1.6883 -1.3177 0.4628
C -0.1404 0.9872 0.5721
C -1.5360 0.2324 -1.8756
C 0.1695 0.8932 2.0348
H 1.5944 -0.9390 1.5323
H 2.7670 -1.7032 0.0841
H 0.9398 -2.2886 0.4102
H -0.3776 2.0727 0.4594
H -0.8547 -0.6218 -2.4179
H -1.2642 1.3530 -2.1958
H -2.7873 -0.0966 -1.8982
N 0.4426 0.7946 3.1964
S 1.2335 0.3772 -0.3102
S -1.8749 0.2567 -0.0544

=====

Record 4
73
Properties=species:S:1:pos:R:3 method="wB97M-V/def2-TZVPD" charge=+1 homo_energy_ev=-12.15
N -0.3130 1.2267 -1.1353
H -1.2391 1.0512 -1.4979
H 0.3735 0.9106 -1.8054
H -0.2733 0.8503 -0.1989
H -0.2100 2.2314 -1.1443
C 7.4384 -4.2264 -2.2453
O 6.3751 -3.3878 -2.6081
P 5.0576 -3.3502 -1.6432
O 3.8860 -2.6227 -2.2451
O 4.9140 -4.8683 -1.3387
C 4.6111 -5.7337 -2.3947
O 5.5575 -2.7875 -0.2300
C 5.4180 -1.4606 0.1208
H 7.3983 -5.2624 -2.5817
H 7.5958 -4.2427 -1.1668
H 8.4428 -3.9324 -2.5500
H 5.1895 -5.5713 -3.3041
H 3.5870 -5.7084 -2.7673
H 4.5964 -6.8053 -2.1954
H 4.7127 -1.3043 0.9371
H 5.2554 -0.9073 -0.8041
H 6.4165 -1.2227 0.4877
C -8.2773 -2.5155 -1.2948
O -7.1604 -3.2085 -1.7118
P -6.1987 -2.3699 -2.7946
O -5.5243 -1.1880 -2.1500
O -5.1831 -3.4291 -3.4339
C -4.6816 -3.2121 -4.7266
O -7.1952 -1.9082 -4.0665
C -8.0813 -0.8191 -4.1042
H -8.0348 -1.6479 -0.6812
H -8.8977 -3.1968 -0.7126
H -8.9845 -2.1152 -2.0213
H -4.3735 -4.1308 -5.2258
H -3.8904 -2.4635 -4.6873
H -5.3460 -2.7396 -5.4502
H -7.9347 -0.2220 -5.0042
H -8.1157 -0.2074 -3.2026
H -9.1288 -1.1087 -4.1876
C 4.7996 8.1521 2.1625
O 4.0390 7.3419 1.2023
P 2.8114 7.9213 0.3185
O 2.0557 6.7609 -0.4321
O 1.9219 8.8547 1.2805
C 1.0375 9.7825 0.7065
O 3.4726 9.1024 -0.6219
C 4.2879 8.6838 -1.7550
H 4.5342 7.7981 3.1587
H 4.5488 9.2113 2.1064
H 5.8739 7.9696 2.1377
H 0.1081 9.8267 1.2742
H 0.9549 9.5074 -0.3450
H 1.4135 10.8053 0.7309
H 4.3559 7.5978 -1.6920
H 5.1982 9.2834 -1.7564
H 3.7387 8.8315 -2.6849
C -3.5627 -1.4815 5.0447
O -3.0389 -2.8170 5.0518
P -1.5144 -2.9287 4.5030
O -0.9817 -1.8702 3.6045
O -0.7054 -3.0671 5.9020
C -1.2139 -3.4052 7.1193
O -1.5821 -4.4675 3.9558
C -1.2923 -4.7654 2.6015
H -2.9003 -0.6929 4.6878
H -4.0081 -1.3287 6.0277
H -4.3683 -1.6043 4.3208
H -0.6317 -4.2338 7.5228
H -2.1753 -3.9017 6.9883
H -1.2135 -2.5453 7.7892
H -2.2047 -4.9051 2.0217
H -0.8845 -5.7660 2.7451
H -0.6557 -4.0439 2.0894

=====

Record 5
14
Properties=species:S:1:pos:R:3 method="wB97M-V/def2-TZVPD" charge=0 homo_energy_ev=-9.40
C 2.3382 -0.1163 -0.4637
N 1.2198 0.7615 -0.7803
C 0.1881 0.5755 -0.0778
C -1.0906 1.3591 -0.0405
O -2.2122 0.8939 -0.1125
C -1.8866 -1.0852 -0.4577
O -0.7957 -1.0790 -1.0025
H 2.2214 -1.0703 -0.9966
H 3.2797 0.3308 -0.7928
H 2.4148 -0.3527 0.6096
H -0.9886 2.3835 0.3225
H 0.1387 0.0281 0.8804
H -2.8054 -1.1664 -1.0406
H -2.0002 -1.2278 0.6339

=====

Record 6
33
Properties=species:S:1:pos:R:3 method="wB97M-V/def2-TZVPD" charge=0 homo_energy_ev=-9.37
C -1.7612 2.4527 -0.5219
C -1.4371 1.0393 -0.2172
C -0.5667 3.4186 -0.2330
C 0.0232 -0.8470 -0.8907
C -0.8936 -2.0453 -1.0066
C 0.8709 -0.8961 0.4282
C 1.5559 -2.2110 0.6322
C 2.3226 -2.1262 1.9742
C 2.5682 -2.5059 -0.4652
H -3.7129 2.3593 -0.3319
H -2.9020 2.4929 1.0925
H -1.8958 2.5349 -1.6155
H -0.2543 3.3684 0.8125
H 0.2994 3.1404 -0.8473
H -2.0804 5.1027 0.2847
H -0.2884 0.8388 -1.9196
H 0.7302 -0.9384 -1.7240
H 1.5551 -0.0563 0.3976
H 0.1876 -0.7447 1.2363
H 0.7307 -2.9464 0.6836
H 2.7814 -3.1276 2.1482
H 3.1100 -1.3137 1.9883
H 1.5947 -1.8451 2.7888
H 3.0671 -3.4755 -0.3196
H 3.3470 -1.7500 -0.6418
H 2.0466 -2.6501 -1.4214
H -1.9676 -1.1305 0.2987
N -2.9675 2.8447 0.1607
N -0.6825 0.4016 -1.1214
O -1.7775 0.4780 0.8103
O -0.5826 -3.0262 -1.6433
O -1.9646 -1.9802 -0.2294
S -1.0558 5.1436 -0.5869

=====

Record 7
13
Properties=species:S:1:pos:R:3 method="wB97M-V/def2-TZVPD" charge=0 homo_energy_ev=-10.27
O -1.4655 0.9269 0.4809
C -0.6621 -0.0415 1.0121
C 0.8070 0.1154 0.6949
C 1.0416 0.2029 -0.8007
C 0.2616 -0.4132 -1.6910
N -1.1131 -0.9865 1.7234
H 1.1750 1.0247 1.1886
H 1.3488 -0.7307 1.1299
H -1.0040 1.3562 -0.2464
H 1.8742 0.8212 -1.1382
H 0.4483 -0.3319 -2.7588
H -0.5806 -1.0363 -1.3795
H -2.1311 -0.9072 1.7849

=====

Record 8
26
Properties=species:S:1:pos:R:3 method="wB97M-V/def2-TZVPD" charge=+1 s2=2.007 spin_multiplicity=3 homo_energy_ev="-10.38 / -14.30"
C 0.1477 0.0338 -0.6913
C -0.7336 -0.5834 0.1528
C -0.3674 -0.8089 1.6922
C -0.1020 0.1133 -2.1352
C 0.8320 1.8882 0.6670
C -1.2970 -1.9381 3.5144
C 0.6498 0.9465 -4.2674
N 0.9265 -0.7328 2.0426
N 1.1791 0.8516 -0.2501
O -1.0817 -0.2893 -2.7184
O -1.9136 -1.1572 -0.2226
O -1.3647 -1.1788 2.3684
O 0.9221 0.7573 -2.8278
H 0.7016 1.6208 1.7455
H 1.5820 2.7475 0.7149
H -0.1774 2.4369 0.3361
H -0.5948 -1.5435 4.1774
H -1.2233 -3.0597 3.3336
H -2.3933 -1.8549 3.8693
H -0.2854 0.5845 -4.4433
H 1.6154 0.4508 -4.5561
H 0.7710 2.0169 -4.4236
H 1.2181 -1.1446 2.8691
H 1.5706 -0.3747 1.2590
H 1.5518 1.2212 -1.0641
H -2.1333 -1.0034 -1.1426

=====

Record 9
72
Properties=species:S:1:pos:R:3 method="wB97M-V/def2-TZVPD" charge=+2 homo_energy_ev=-13.31
Ir 0.4989 -0.7597 0.6446
C -1.4017 2.1731 3.0396
C -0.8029 0.9444 2.4545
N -0.3356 0.8800 1.2535
N -0.3210 1.9252 0.3864
C 0.2777 1.5838 -0.7456
O 0.7912 0.4117 -0.9863
C 0.3440 2.5808 -1.8220
C -0.3633 3.7788 -1.7208
C -0.3218 4.6905 -2.7614
C 0.4256 4.4145 -3.8996
C 1.1306 3.2219 -4.0025
C 1.0893 2.3038 -2.9674
C -0.6857 -0.3259 3.1996
C -1.1622 -0.4777 4.4910
C -1.0644 -1.7126 5.1144
C -0.4979 -2.7734 4.4271
C -0.0360 -2.5601 3.1413
N -0.1201 -1.3732 2.5360
H -1.3476 2.9834 2.3190
H -0.8691 2.4677 3.9455
H -2.4472 2.0051 3.3068
H -0.9457 3.9812 -0.8333
H -0.8693 5.6203 -2.6856
H 0.4628 5.1338 -4.7070
H 1.7111 3.0109 -4.8904
H 1.6271 1.3684 -3.0404
H -1.6092 0.3650 4.9980
H -1.4374 -1.8462 6.1208
H -0.4128 -3.7544 4.8716
H 0.3959 -3.3638 2.5580
C 4.4409 0.9938 0.7781
C 3.4788 -0.0689 1.1859
O 2.2596 0.2035 1.2906
N 3.9334 -1.2933 1.4446
C 3.0643 -2.3667 1.9046
C 2.4872 -3.1500 0.7464
C 2.9641 -4.4125 0.4972
C 2.5663 -5.0790 -0.6658
C 1.7782 -4.4095 -1.5618
C 1.3548 -3.1125 -1.2516
N 1.5994 -2.5238 -0.0790
H 4.1075 1.9443 1.1876
H 4.4144 1.0739 -0.3109
H 5.4595 0.7835 1.0961
H 4.9158 -1.4817 1.3171
H 2.2986 -1.9251 2.5361
H 3.6599 -3.0353 2.5216
H 3.6622 -4.8680 1.1846
H 2.9106 -6.0825 -0.8754
H 1.4926 -4.8503 -2.5079
H 0.5253 -2.8774 -2.9468
C -3.7972 2.9903 -3.5204
C -3.2627 1.8580 -2.6943
C -2.4115 0.9094 -3.2567
C -1.8864 -0.1229 -2.5012
C -2.2035 -0.2072 -1.1498
C -3.0584 0.7183 -0.5664
C -3.5844 1.7366 -1.3447
S -1.4490 -1.5365 -0.2254
C -2.6574 -1.8018 1.0793
O 0.6812 -2.3747 -2.1370
H -4.0150 2.6662 -4.5371
H -3.0566 3.7907 -3.5824
H -4.7051 3.4060 -3.0877
H -2.1498 0.9819 -4.3052
H -1.2164 -0.8408 -2.9519
H -3.3190 0.6731 0.4813
H -4.2542 2.4553 -0.8894
H -3.5892 -2.0334 0.5665
H -2.8024 -0.9532 1.7429
H -2.3394 -2.6752 1.6431

=====

Record 10
16
Properties=species:S:1:pos:R:3 method="wB97M-V/def2-TZVPD" charge=+1 homo_energy_ev=-14.22
C -1.2622 1.8822 0.5838
C -0.0043 1.4129 -0.1783
C 0.2209 -0.0808 -0.2103
C 0.2282 -0.8595 0.8966
N 0.6336 -2.1058 0.4691
C 0.8280 -2.1197 -0.8402
N 0.5948 -0.8571 -1.2766
H -1.0175 2.7868 1.1375
H -1.9826 2.2465 -0.1408
H -1.6392 1.1313 1.2675
H -0.0250 1.8041 -1.1966
H 0.9200 1.8177 0.2341
H -0.3908 -0.7301 1.7657
H 0.6770 -2.9560 1.0148
H 1.4464 -2.8581 -1.3254
H 0.7726 -0.5145 -2.2008

=====

Record 11
96
Properties=species:S:1:pos:R:3 method="wB97M-V/def2-TZVPD" charge=-1 homo_energy_ev=-4.75
Sn 1.3380 -0.7828 0.1666
O 2.6305 3.1610 -0.2252
C 1.9274 2.4097 0.4879
O 2.2855 1.5165 1.2518
C 0.4301 2.5950 0.2191
C -0.3721 3.6407 0.7230
C -1.6505 3.7708 0.2554
C -2.1071 2.9137 -0.7713
C -3.3420 3.0554 -1.4348
C -3.6579 2.2406 -2.4877
C -2.7954 1.2079 -2.8893
C -1.6089 1.0183 -2.2425
C -1.2307 1.8787 -1.1948
N 0.0050 1.7410 -0.6784
H 0.0313 4.3101 1.4693
H -2.3050 4.5497 0.6271
H -4.0233 3.8353 -1.1200
H -4.5816 2.3941 -3.0255
H -3.0745 0.5595 -3.7053
H -0.9368 0.2155 -2.4982
Cl 3.8802 -1.2703 2.2094
C 2.6824 -2.3024 2.9025
C 1.4919 -2.4618 2.1841
C 0.5624 -3.3285 2.7514
Cl -0.9334 -3.5773 1.9260
C 0.7915 -4.0300 3.9328
Cl -0.3696 -5.1354 4.5680
C 1.9900 -3.8425 4.6107
Cl 2.3012 -4.6907 6.0730
C 2.9353 -2.9566 4.1032
Cl 4.4118 -2.7057 4.9499
C -5.9171 -2.7866 2.8397
C -5.9144 -1.4654 2.0683
C -6.7502 -0.3819 2.7477
C -6.1608 0.0043 4.0977
C -4.6830 0.2477 3.9820
C -4.0273 0.9673 4.9576
C -2.6691 1.2360 4.8358
F -2.0736 1.9454 5.8202
C -1.9449 0.8207 3.7494
C -2.5875 0.0760 2.7571
C -1.7882 -0.3790 1.6072
O -0.5922 -0.0730 1.5591
C -2.5114 -1.1421 0.6330
C -3.8234 -1.4174 0.8441
N -4.5493 -0.9971 1.9044
C -3.9550 -0.2356 2.8780
C -1.9088 -1.6715 -0.6821
O -2.7218 -2.0106 -1.5374
O -0.6590 -1.7294 -0.7890
H -6.9371 -3.1248 3.0063
H -5.4216 -2.6728 3.8000
H -5.3789 -3.5454 2.2767
H -6.3153 -1.6388 1.0619
H -7.7756 -0.7360 2.8599
H -6.7676 0.4973 2.1017
H -6.3554 -0.7780 4.8352
H -6.6416 0.9160 4.4568
H -4.5597 1.3222 5.8262
H -0.8931 1.0393 3.6382
H -4.3482 -2.0132 0.1088
N 1.8557 2.0340 -2.9202
C 1.7846 0.7412 -3.2945
N 2.0788 -0.2880 -2.5836
C 2.0347 -1.4532 -3.3014
C 1.6775 -1.3015 -4.6073
S 1.3892 0.3562 -4.9808
C 2.3441 -2.7209 -2.6710
C 2.5058 -3.9030 -3.3290
S 2.8629 -5.1797 -2.2232
C 2.7715 -3.9973 -0.9200
N 2.4965 -2.8013 -1.3156
N 3.0515 -4.3488 0.3422
H 1.9425 2.2059 -1.9221
H 1.2501 2.6749 -3.4087
H 1.5488 -2.0424 -5.3672
H 2.4338 -4.1147 -4.3743
H 3.0327 -5.3220 0.5911
H 2.7837 -3.6705 1.0486
C 3.9931 4.5741 -2.6113
C 4.7139 3.2859 -2.8149
C 5.4770 3.0139 -3.9243
C 6.0723 1.7312 -4.0045
N 5.9370 0.8377 -3.0679
C 5.2016 1.1072 -1.9693
S 5.0383 0.0110 -0.7547
N 4.5995 2.3517 -1.8615
C 6.8758 1.3405 -5.2064
H 4.3775 5.3435 -3.2762
H 4.0818 4.8882 -1.5755
H 2.9313 4.4305 -2.8030
H 5.6065 3.7427 -4.7084
H 3.9805 2.5496 -1.0418
H 7.5457 2.1464 -5.5040
H 6.2019 1.1315 -6.0385
H 7.4431 0.4403 -4.9827

=====

Record 12
92
Properties=species:S:1:pos:R:3 method="wB97M-V/def2-TZVPD" charge=0 homo_energy_ev=-7.98
C 6.3476 5.3000 2.2691
C 5.4671 4.6217 1.1150
P 4.0030 3.7249 1.8643
C 4.5057 2.1876 2.8173
C 5.3244 1.1120 2.0074
Si 2.4343 3.2982 0.3492
N 1.5614 4.8418 0.1211
O 3.0615 2.9258 -1.1957
C 3.8545 1.7228 -1.1879
C 4.3290 1.4906 -2.6921
C 5.9162 1.4643 -2.7300
O 3.8684 0.2405 -3.2240
O 1.4609 2.0707 1.0252
Si 0.0096 1.7457 0.1803
C -1.2346 3.2070 0.2165
Br 0.2788 1.1824 -1.9987
C -0.8372 0.3096 1.1083
C -0.3945 -1.1298 0.6130
C 0.8986 -1.5901 1.4289
S 2.3954 -1.6031 0.3610
C 3.7242 -2.3942 1.3345
S 3.7847 -2.3686 2.9759
N 4.7132 -3.0743 0.5136
C 5.4838 -2.3322 -0.3968
C 6.2959 -3.3704 -1.0379
N 6.0038 -4.6243 -0.4862
C 5.0309 -4.4210 0.4340
H 7.4293 5.0188 2.1296
H 6.3045 6.4255 2.2016
H 5.9838 5.0418 3.2963
H 6.0933 4.0192 0.4094
H 5.0434 5.4878 0.5271
H 5.1846 2.5440 3.6502
H 3.5932 1.7842 3.3293
H 5.9322 0.4179 2.6538
H 4.5899 0.4493 1.4605
H 6.0596 1.5639 1.2801
H 2.2987 5.5545 0.2168
H 0.9260 4.9223 0.9210
H 3.3101 0.8079 -0.8408
H 4.7918 1.9511 -0.6141
H 3.9814 2.3487 -3.3374
H 6.3587 0.7430 -1.9957
H 6.2683 1.1391 -3.7541
H 6.3263 2.4875 -2.5241
H 4.4916 -0.0394 -3.9189
H -0.9400 3.8768 -0.6447
H -1.1242 3.8339 1.1396
H -2.2854 2.8485 0.0523
H -0.6525 0.3557 2.2209
H -1.9530 0.4284 0.9916
H -0.2647 -1.2172 -0.4945
H -1.2128 -1.8356 0.9373
H 1.0838 -0.8646 2.2597
H 0.7059 -2.6054 1.8686
H 5.4509 -1.2408 -0.6010
H 7.0243 -3.1488 -1.8467
H 4.5532 -5.2262 1.0325
C -5.0015 1.0118 2.2670
C -4.8809 -0.2883 1.4778
C -6.2390 -0.9302 1.1402
O -6.8477 -1.6132 2.2277
C -7.5879 -0.7842 3.1064
N -4.0134 -1.2140 2.2157
H -5.2715 0.8443 3.3106
H -4.0475 1.5451 2.2669
H -5.7500 1.6722 1.8218
H -4.3912 -0.0448 0.5281
H -6.0652 -1.6933 0.3759
H -6.9315 -0.2014 0.7004
H -8.0894 0.0312 2.5773
H -6.9403 -0.3859 3.8906
H -8.3473 -1.4014 3.5892
H -3.8666 -2.0453 1.6467
H -4.5468 -1.5605 3.0118
C -5.4919 -3.6386 -4.7723
C -4.8726 -2.6253 -3.8153
C -4.6891 -3.1666 -2.3848
O -5.8840 -3.2055 -1.6161
C -6.6829 -4.3575 -1.8267
N -5.6794 -1.3997 -3.8319
H -6.5606 -3.7766 -4.6018
H -5.3752 -3.3034 -5.8049
H -5.0028 -4.6120 -4.6827
H -3.8773 -2.3832 -4.2015
H -4.0220 -2.4813 -1.8518
H -4.1942 -4.1456 -2.3845
H -6.0778 -5.2498 -2.0091
H -7.3766 -4.1931 -2.6538
H -7.2782 -4.5208 -0.9270
H -5.2171 -0.6963 -3.2597
H -6.5394 -1.5963 -3.3217